20
Properties=species:S:1:pos:R:3 method="wB97M-V/def2-TZVPD" e_above_lowest_kcal_mol=124.06 molar_mass_da=167.2 multiplicity=1 e_lumo_ha="0.0110 / 0.0110"
C 1.0816 0.7427 0.4667
C 0.6522 2.5824 2.0007
C 0.8278 1.8177 4.0979
C 0.9021 1.2622 1.6905
C -0.8524 -1.8834 -0.5631
C -0.8789 -1.5755 -2.9798
C 0.0405 0.1598 -1.6551
N 0.5510 0.5007 -0.5740
N 0.6220 2.8557 3.3592
N -0.8462 -0.9743 -1.7108
S 1.1370 0.3246 3.1886
H 0.5742 3.4020 1.2409
H 0.6818 1.6123 5.1678
H 0.1908 -2.2399 -0.6046
H -1.0130 -1.2683 0.2274
H -1.4437 -2.7106 -0.6041
H 0.1905 -1.9489 -3.4483
H -1.4084 -2.4171 -2.9104
H -1.3481 -0.9911 -3.8667
H 0.3392 0.7489 -2.5228